(1)
Formula: C6H10O
Source: the Open Molecules 2025 dataset
Level of theory: ωB97M-V/def2-TZVPD

Geometry as XYZ:
```
17
Properties=species:S:1:pos:R:3:forces:R:3:lowdin_charge:R:1
C 1.093987 -1.598465 -0.136988 0.038 0.019 -0.010 -0.07
C -0.376557 -1.296531 0.109445 0.051 -0.139 0.004 -0.35
C -0.735836 -0.302529 1.199562 -0.078 0.093 0.025 -0.06
C -1.374643 0.527942 0.369715 0.010 0.023 0.116 -0.11
C -1.074592 -0.290269 -0.866964 -0.054 0.007 -0.174 -0.14
H 1.667072 -0.674217 -0.275833 -0.093 -0.141 0.028 0.06
H 1.526908 -2.151408 0.705388 -0.062 0.081 -0.126 0.07
H 1.214418 -2.211075 -1.038292 -0.001 0.093 0.132 0.08
H -0.946652 -2.230751 0.201402 0.086 0.127 -0.021 0.13
H -0.551089 -0.299373 2.271736 -0.049 0.008 -0.158 0.10
H -1.925059 1.454807 0.514658 0.070 -0.147 0.008 0.10
H -0.381972 0.185377 -1.572373 -0.105 -0.101 0.104 0.10
H -1.938958 -0.680065 -1.416297 0.116 0.051 0.082 0.10
C 0.947881 2.392085 -0.010955 0.193 -0.136 -0.271 -0.16
O 1.583541 1.888139 -0.903157 -0.283 0.267 0.424 -0.02
H 0.074821 3.045960 -0.207418 0.112 -0.078 -0.038 0.08
H 1.196730 2.240373 1.056370 0.049 -0.027 -0.126 0.09
```
Positions in Å, forces in eV/Å.

The value obtained for the energy above the lowest of the compared OMol25 structures with the same formula, charge and spin is 197.5 kJ/mol. Its net charge is 0. The calculation puts the total energy at -309.76715 Ha. As for the SMILES: C[C@H]1C=CC1.C=O. The HOMO-LUMO gap is 10.4171 eV.

---

(2)
Formula: C6H6
Source: the Open Molecules 2025 dataset
Level of theory: ωB97M-V/def2-TZVPD

Geometry as XYZ:
```
12
Properties=species:S:1:pos:R:3:forces:R:3:lowdin_charge:R:1
C -1.800338 0.355042 0.257708 0.033 0.035 -0.041 -0.06
C -0.781271 -0.326790 -0.604248 0.219 -0.209 -0.470 -0.43
C -0.547764 -0.747909 -1.804335 -0.444 0.170 0.462 0.22
C 0.584537 -0.843463 0.003471 0.134 -0.025 0.198 -0.22
C 1.643512 0.166879 0.030261 0.315 0.408 0.116 -0.14
C 2.526984 0.984830 0.043324 -0.413 -0.303 0.030 0.12
H -2.183189 -0.336965 1.018683 0.156 0.088 -0.140 0.08
H -1.358728 1.214333 0.772624 -0.004 -0.125 -0.077 0.08
H -2.654730 0.709892 -0.324881 0.231 -0.098 -0.015 0.08
H 0.966942 -1.758795 -0.469092 -0.177 0.277 -0.032 0.11
H 0.300687 -1.135699 1.018051 0.094 -0.060 -0.011 0.13
H 3.303357 1.718641 0.058432 -0.145 -0.157 -0.020 0.03
```
Positions in Å, forces in eV/Å.

The value obtained for the energy above the lowest of the compared OMol25 structures with the same formula, charge and spin is 559.6 kJ/mol. Its net charge is 0. The calculation puts the total energy at -232.01319 Ha. The HOMO-LUMO gap is 10.2239 eV.